A:
The molecule C3H3NO3, computed with ωB97M-V with the def2-TZVPD basis set.

HOMO energy (alpha / beta) = -0.2860 / -0.2860 Eh
molecular weight = 101.1 g mol⁻¹
HOMO-LUMO gap (alpha / beta) = 8.1 / 8.1 eV

Structure (ORCA input):
```
! wB97M-V def2-TZVPD RIJCOSX def2/J DEFGRID3
* xyz 0 1
C -1.36 -1.11 -0.20
C -0.41 1.20 -0.10
C 1.21 -0.46 0.16
N -1.19 0.20 0.08
O -2.50 -0.20 0.05
O 0.89 0.80 -0.19
O 2.42 -0.76 -0.06
H -1.21 -1.72 0.57
H -0.78 2.15 0.13
H 2.91 -0.10 -0.43
*
```

B:
The molecule C3H3NO3, computed with ωB97M-V with the def2-TZVPD basis set.

HOMO energy = -0.3472 Eh
molecular weight = 101.1 g mol⁻¹
HOMO-LUMO gap = 9.6 eV

Structure (ORCA input):
```
! wB97M-V def2-TZVPD RIJCOSX def2/J DEFGRID3
* xyz 0 1
N -0.51 1.33 -0.81
C -0.49 0.13 -0.46
O 0.52 -0.77 -0.27
C 1.78 -0.32 0.02
O 2.11 0.82 0.11
C -1.93 -0.43 1.12
O -1.69 -0.51 -0.18
H 0.42 1.71 -0.90
H 2.43 -1.19 0.14
H -2.97 -0.82 1.19
*
```

Stability summary - winner: B; margin: 511.7 kJ/mol.

A:
The ion C4H11N4 with charge +1, computed with ωB97M-V with the def2-TZVPD basis set.

HOMO energy (alpha / beta) = -0.4634 / -0.4634 Eh
molecular weight = 115.2 g mol⁻¹
HOMO-LUMO gap (alpha / beta) = 7.1 / 7.1 eV
SMILES string = C/C=N/N[C@H](N)C=[NH2+]

Structure (ORCA input):
```
! wB97M-V def2-TZVPD RIJCOSX def2/J DEFGRID3
* xyz 1 1
C -2.82 -0.62 -0.26
C -1.47 0.17 -0.12
N -1.09 0.98 0.78
N 0.13 1.38 0.96
C 1.33 0.64 0.29
N 1.72 1.37 -0.97
C 1.21 -0.79 -0.21
N 1.33 -1.89 0.51
H -2.75 -0.91 -1.35
H -3.55 0.13 0.05
H -2.87 -1.57 0.36
H -0.58 -0.36 -0.52
H 0.19 2.20 1.57
H 1.97 0.88 1.15
H 1.16 1.20 -1.78
H 1.71 2.34 -0.77
H 1.25 -0.68 -1.32
H 1.43 -1.73 1.50
H 1.71 -2.72 0.13
*
```

B:
The ion C4H11N4 with charge +1, computed with ωB97M-V with the def2-TZVPD basis set.

HOMO energy = -0.4692 Eh
molecular weight = 115.2 g mol⁻¹
HOMO-LUMO gap = 8.2 eV
SMILES string = CN1CN=[N+](C)N1C

Structure (ORCA input):
```
! wB97M-V def2-TZVPD RIJCOSX def2/J DEFGRID3
* xyz 1 1
C 2.22 -0.19 0.38
N 1.05 -0.41 -0.42
C 0.55 -1.81 -0.22
N -0.81 -1.68 -0.01
N -1.14 -0.49 0.01
C -2.49 -0.05 0.07
N -0.07 0.36 -0.10
C -0.07 1.99 -0.33
H 2.91 -0.83 -0.04
H 2.48 0.86 0.37
H 2.16 -0.50 1.49
H 1.10 -2.13 0.70
H 0.81 -2.50 -1.08
H -3.26 -0.80 0.07
H -2.83 0.68 -0.78
H -2.57 0.47 0.97
H 0.92 2.28 -0.70
H -0.85 2.30 -1.03
H -0.12 2.44 0.66
*
```

C:
A structure of composition C4H11N4, computed with ωB97M-V with the def2-TZVPD basis set.

HOMO energy = -0.4683 Eh
molecular weight = 115.2 g mol⁻¹
HOMO-LUMO gap = 9.7 eV

Structure (ORCA input):
```
! wB97M-V def2-TZVPD RIJCOSX def2/J DEFGRID3
* xyz 1 1
C 0.67 -0.76 1.64
C 0.62 2.27 -0.93
C -0.16 3.06 -1.92
C -1.14 -3.10 0.42
N -0.45 -1.09 1.55
N 0.79 1.01 -0.76
N 1.72 -0.14 1.36
N -1.44 -1.90 1.19
H 1.03 2.78 0.01
H -0.44 2.40 -2.72
H 0.59 3.76 -2.19
H -0.85 3.43 -1.29
H -1.83 -3.40 -0.31
H -0.29 -3.03 -0.09
H -1.09 -4.04 1.14
H 0.53 0.20 -1.35
H 1.47 0.47 0.19
H 2.28 0.29 2.10
H -2.00 -2.20 1.96
*
```

Stability summary - winner: C; margin: 21.1 kJ/mol.

A:
A structure of composition C4H3N2, computed with ωB97M-V with the def2-TZVPD basis set.

HOMO energy = -0.6082 Eh
molecular weight = 79.1 g mol⁻¹
HOMO-LUMO gap = 8.6 eV

Structure (ORCA input):
```
! wB97M-V def2-TZVPD RIJCOSX def2/J DEFGRID3
* xyz 1 1
C 0.42 -1.44 -1.10
C 1.11 -0.44 0.50
C -0.29 0.06 -0.12
C -1.11 1.09 0.22
N 1.45 -1.38 -0.29
N -0.61 -0.84 -1.20
H 1.90 -0.16 1.30
H -1.98 1.43 -0.41
H -0.88 1.67 1.09
*
```

B:
A cluster of 2 separate species, C4H3N2 in total, computed with ωB97M-V with the def2-TZVPD basis set.

HOMO energy (alpha / beta) = -0.5899 / -0.5899 Eh
molecular weight = 79.1 g mol⁻¹
HOMO-LUMO gap (alpha / beta) = 7.5 / 7.5 eV

Structure (ORCA input):
```
! wB97M-V def2-TZVPD RIJCOSX def2/J DEFGRID3
* xyz 1 1
C 0.70 -0.51 3.61
C 0.10 0.41 2.74
C 0.24 0.39 1.49
C 0.23 -0.72 -1.15
N 1.34 -1.17 4.30
N 0.67 -0.99 -0.06
H -0.24 1.49 2.90
H -0.39 0.18 -1.48
H 0.44 -1.64 -1.72
*
```

Stability summary - winner: A; margin: 270.8 kJ/mol.

A:
A cluster of 2 separate species, C6H16 in total, computed with ωB97M-V with the def2-TZVPD basis set.

HOMO energy (alpha / beta) = -0.5361 / -0.5276 Eh
molecular weight = 88.2 g mol⁻¹
HOMO-LUMO gap (alpha / beta) = 11.6 / 4.0 eV

Structure (ORCA input):
```
! wB97M-V def2-TZVPD RIJCOSX def2/J DEFGRID3
* xyz 1 2
C 1.38 -0.01 -2.13
C 1.03 -1.36 -1.22
C 2.13 1.14 -1.48
H 2.03 -0.27 -2.98
H 0.30 0.38 -2.35
H 0.27 -1.08 -0.40
H 2.08 -1.64 -0.76
H 2.12 0.84 -0.42
H 3.15 1.22 -1.96
H 0.67 -2.10 -1.93
H 1.67 2.11 -1.70
C -1.67 0.19 2.12
C -2.44 0.85 0.93
C -0.46 -0.81 1.81
H -1.27 0.92 2.92
H -2.41 -0.42 2.62
H -1.89 1.75 0.53
H -0.84 -1.50 0.90
H -3.36 1.37 1.35
H -2.77 0.03 0.13
H 0.40 -0.27 1.44
H 0.03 -1.38 2.51
*
```

B:
A cluster of 2 separate species, C6H16 in total, computed with ωB97M-V with the def2-TZVPD basis set.

HOMO energy (alpha / beta) = -0.5431 / -0.5430 Eh
molecular weight = 88.2 g mol⁻¹
HOMO-LUMO gap (alpha / beta) = 11.9 / 4.7 eV

Structure (ORCA input):
```
! wB97M-V def2-TZVPD RIJCOSX def2/J DEFGRID3
* xyz 1 2
C 1.05 -0.96 -2.68
C -0.05 -0.18 -3.40
H 1.99 -0.43 -2.88
H 0.87 -0.97 -1.60
H 1.07 -1.97 -3.07
H -0.16 0.86 -3.08
H -1.04 -0.63 -3.32
H 0.13 -0.18 -4.47
C -0.10 -0.02 1.43
C -0.22 -0.58 2.80
C -1.61 0.62 0.91
C 0.87 1.11 1.24
H 0.08 -0.87 0.73
H -0.57 -1.61 2.82
H -0.90 -0.01 3.45
H -1.87 1.36 1.65
H -1.41 1.08 -0.06
H -2.23 -0.27 0.85
H 1.83 0.85 1.69
H 0.88 1.36 0.18
H 0.53 2.04 1.73
H 0.74 -0.55 3.34
*
```

C:
A cluster of 2 separate species, C6H16 in total, computed with ωB97M-V with the def2-TZVPD basis set.

HOMO energy (alpha / beta) = -0.5381 / -0.5380 Eh
molecular weight = 88.2 g mol⁻¹
HOMO-LUMO gap (alpha / beta) = 11.6 / 4.4 eV

Structure (ORCA input):
```
! wB97M-V def2-TZVPD RIJCOSX def2/J DEFGRID3
* xyz 1 2
C 0.80 -1.37 -0.22
C 1.09 -2.77 0.34
C 1.63 -0.25 0.34
C 0.66 -1.36 -1.68
H -0.20 -1.17 0.35
H 0.55 -3.59 -0.15
H 2.54 -0.11 -0.26
H 1.12 0.73 0.28
H 1.81 -0.37 1.40
H -0.32 -1.75 -1.98
H 0.89 -0.45 -2.23
H 0.95 -2.84 1.41
H 2.16 -2.96 0.14
H 1.35 -2.10 -2.11
C -1.32 2.28 0.98
C -2.45 2.84 0.12
H -1.33 2.64 2.01
H -1.36 1.18 1.03
H -0.35 2.58 0.60
H -2.40 3.92 0.08
H -3.42 2.47 0.45
H -2.38 2.45 -0.90
*
```

D:
A cluster of 2 separate species, C6H16 in total, computed with ωB97M-V with the def2-TZVPD basis set.

HOMO energy (alpha / beta) = -0.5326 / -0.5322 Eh
molecular weight = 88.2 g mol⁻¹
HOMO-LUMO gap (alpha / beta) = 11.3 / 4.2 eV

Structure (ORCA input):
```
! wB97M-V def2-TZVPD RIJCOSX def2/J DEFGRID3
* xyz 1 2
C -2.08 -0.44 1.56
C -2.11 0.28 0.24
C -0.84 -0.32 2.40
H -2.52 -1.45 1.29
H -2.95 -0.34 2.28
H -1.20 0.18 -0.36
H -2.99 -0.03 -0.31
H -0.76 0.58 3.02
H -2.05 1.35 0.51
H 0.01 -0.34 1.72
H -0.90 -1.15 3.10
C 2.20 0.02 -1.64
C 1.68 1.46 -1.48
C 1.20 -0.99 -1.12
H 2.33 -0.16 -2.71
H 3.18 -0.07 -1.17
H 1.83 1.75 -0.44
H 0.23 -0.74 -1.57
H 1.48 -2.01 -1.37
H 0.60 1.46 -1.64
H 2.12 2.18 -2.15
H 0.94 -1.00 -0.05
*
```

Stability summary - winner: B; margin: 4.9 kJ/mol.

A:
A cluster of 2 separate species, C6H12N2 in total, computed with ωB97M-V with the def2-TZVPD basis set.

HOMO energy = -0.3153 Eh
molecular weight = 112.2 g mol⁻¹
HOMO-LUMO gap = 8.7 eV

Structure (ORCA input):
```
! wB97M-V def2-TZVPD RIJCOSX def2/J DEFGRID3
* xyz 0 1
C -1.35 -0.22 -0.20
C -1.36 -0.89 1.06
C -1.22 -1.03 -1.48
H -2.04 0.61 -0.28
H -0.28 0.45 -0.17
H -1.98 -0.52 1.86
H 0.02 -0.48 1.58
H -1.17 -1.96 1.08
H -0.46 -1.81 -1.37
H -0.93 -0.40 -2.33
H -2.16 -1.51 -1.72
C 1.98 0.15 -0.56
C 1.06 0.84 0.42
N 0.92 0.27 1.65
C 0.94 2.27 0.31
N 0.82 3.41 0.22
H 0.59 0.94 2.34
H 1.79 -0.93 -0.53
H 1.82 0.51 -1.58
H 3.02 0.32 -0.29
*
```

B:
A cluster of 2 separate species, C6H12N2 in total, computed with ωB97M-V with the def2-TZVPD basis set.

HOMO energy = -0.3041 Eh
molecular weight = 112.2 g mol⁻¹
HOMO-LUMO gap = 9.2 eV
SMILES string = Cc1c[nH]cn1.CC

Structure (ORCA input):
```
! wB97M-V def2-TZVPD RIJCOSX def2/J DEFGRID3
* xyz 0 1
C 0.79 -1.85 -0.96
C 1.15 -0.48 -0.66
C 2.12 0.31 0.07
N 1.82 1.68 0.03
C 0.62 1.66 -0.79
N 0.26 0.45 -1.12
H 1.47 -2.15 -1.68
H -0.22 -1.96 -1.26
H 0.94 -2.58 -0.16
H 2.83 -0.06 0.64
H 2.00 2.38 0.65
H 0.23 2.66 -0.99
C -2.30 -0.60 1.96
C -3.27 -0.66 0.79
H -2.18 -1.54 2.34
H -1.32 -0.46 1.53
H -2.44 0.27 2.63
H -3.70 0.38 0.69
H -2.82 -0.79 -0.16
H -4.10 -1.30 0.93
*
```

C:
A structure of composition C6H12N2, computed with ωB97M-V with the def2-TZVPD basis set.

HOMO energy = -0.2868 Eh
molecular weight = 112.2 g mol⁻¹
HOMO-LUMO gap = 8.7 eV

Structure (ORCA input):
```
! wB97M-V def2-TZVPD RIJCOSX def2/J DEFGRID3
* xyz 0 1
C 0.91 -0.10 0.25
C 0.76 1.15 -0.75
C -0.59 1.51 -0.48
C -1.33 0.21 0.14
C -0.37 -0.91 -0.06
C 0.87 -1.51 0.68
H 0.45 0.31 2.51
H 1.45 1.50 1.90
H 0.86 0.62 -1.71
H 1.49 1.91 -0.69
H -0.61 2.25 0.47
H -1.20 1.79 -1.26
H -2.23 -0.09 -0.38
H -1.60 0.07 1.31
H -0.15 -2.33 -1.90
H -1.76 -1.42 -1.55
H 1.11 -1.60 1.74
H 1.07 -2.46 0.03
N 0.58 0.83 1.61
N -0.64 -1.22 -1.49
*
```

Stability summary - winner: B; margin: 123.3 kJ/mol.

A:
A cluster of 2 separate species, C6H12N2 in total, computed with ωB97M-V with the def2-TZVPD basis set.

HOMO energy = -0.3149 Eh
molecular weight = 112.2 g mol⁻¹
HOMO-LUMO gap = 9.4 eV
SMILES string = Cc1c[nH]cn1.CC

Structure (ORCA input):
```
! wB97M-V def2-TZVPD RIJCOSX def2/J DEFGRID3
* xyz 0 1
C -0.55 -2.34 0.73
C -1.29 -1.09 0.50
C -2.66 -0.88 0.59
N -2.78 0.46 0.92
C -1.55 1.01 0.88
N -0.61 0.13 0.55
H 0.32 -2.57 0.12
H -1.26 -3.16 0.75
H -0.12 -2.36 1.76
H -3.46 -1.58 0.48
H -3.68 0.81 1.18
H -1.40 2.07 0.90
C 2.83 0.54 -1.12
C 2.05 1.81 -1.14
H 3.90 0.71 -1.24
H 2.59 -0.13 -0.27
H 2.73 -0.09 -2.01
H 1.15 1.79 -0.50
H 1.34 2.01 -1.96
H 2.44 2.86 -1.10
*
```

B:
A structure of composition C6H12N2, computed with ωB97M-V with the def2-TZVPD basis set.

HOMO energy (alpha / beta) = -0.2277 / -0.2278 Eh
molecular weight = 112.2 g mol⁻¹
HOMO-LUMO gap (alpha / beta) = 6.8 / 6.8 eV

Structure (ORCA input):
```
! wB97M-V def2-TZVPD RIJCOSX def2/J DEFGRID3
* xyz 0 1
C 1.73 -0.19 1.07
C -2.22 0.33 -0.48
C -0.64 -1.63 -0.25
C 0.16 0.74 0.12
C 1.30 0.50 -0.72
C -0.90 -0.18 0.03
N -0.04 2.02 0.59
N 1.88 0.08 -1.71
H 0.72 2.68 0.53
H -0.63 2.09 1.41
H 2.44 -0.77 -1.66
H 2.52 0.53 1.26
H 2.09 -1.16 0.75
H 1.10 -0.28 1.95
H -2.34 1.41 -0.42
H -2.38 0.06 -1.54
H -0.01 -2.11 0.51
H -0.15 -1.80 -1.23
H -1.57 -2.20 -0.29
H -3.05 -0.12 0.07
*
```

Stability summary - winner: A; margin: 371.8 kJ/mol.

A:
A cluster of 2 separate species, C6H12N2 in total, computed with ωB97M-V with the def2-TZVPD basis set.

HOMO energy = -0.3153 Eh
molecular weight = 112.2 g mol⁻¹
HOMO-LUMO gap = 9.5 eV
SMILES string = Cc1c[nH]cn1.CC

Structure (ORCA input):
```
! wB97M-V def2-TZVPD RIJCOSX def2/J DEFGRID3
* xyz 0 1
C 0.43 1.02 1.08
C -0.92 0.68 0.58
C -1.59 1.27 -0.46
N -2.79 0.61 -0.51
C -2.81 -0.32 0.47
N -1.67 -0.32 1.14
H 1.20 0.28 0.85
H 0.50 1.19 2.15
H 0.81 1.94 0.61
H -1.30 2.11 -1.06
H -3.51 0.83 -1.16
H -3.71 -0.85 0.71
C 3.40 -1.23 -0.19
C 3.97 -1.32 -1.63
H 2.95 -0.24 -0.02
H 2.58 -1.91 0.03
H 4.25 -1.14 0.49
H 3.20 -0.97 -2.30
H 4.20 -2.35 -1.91
H 4.93 -0.82 -1.61
*
```

B:
The molecule C6H12N2, computed with ωB97M-V with the def2-TZVPD basis set.

HOMO energy = -0.2928 Eh
molecular weight = 112.2 g mol⁻¹
HOMO-LUMO gap = 9.1 eV
SMILES string = C=C[C@@H](C)N(N)C=C

Structure (ORCA input):
```
! wB97M-V def2-TZVPD RIJCOSX def2/J DEFGRID3
* xyz 0 1
C -1.26 0.53 -2.49
C -0.70 -0.47 -1.81
C 0.20 -0.51 -0.19
C 1.64 -0.16 -0.53
N -0.60 0.37 0.55
N -0.54 1.70 0.36
C 0.09 -0.14 2.13
C -0.03 -1.31 2.76
H -1.33 1.54 -2.10
H -1.69 0.38 -3.48
H -0.68 -1.47 -2.25
H 0.03 -1.55 0.05
H 2.28 -0.27 0.35
H 2.00 -0.83 -1.32
H 1.74 0.85 -0.91
H -1.45 2.14 0.37
H 0.17 2.07 -0.26
H 0.31 0.76 2.70
H -0.21 -2.24 2.22
H 0.04 -1.39 3.84
*
```

C:
A cluster of 3 separate species, C6H12N2 in total, computed with ωB97M-V with the def2-TZVPD basis set.

HOMO energy (alpha / beta) = -0.2102 / -0.2473 Eh
molecular weight = 112.2 g mol⁻¹
HOMO-LUMO gap (alpha / beta) = 6.4 / 7.6 eV

Structure (ORCA input):
```
! wB97M-V def2-TZVPD RIJCOSX def2/J DEFGRID3
* xyz 0 1
C -2.35 -1.38 0.27
C -0.48 0.90 -1.15
C 2.13 0.27 0.29
C -0.17 -0.14 -0.19
N 2.28 1.60 0.60
N -3.27 -0.40 0.60
C -0.13 -0.96 0.72
C 3.00 -0.45 -0.42
H 3.18 2.04 0.36
H 1.96 1.88 1.52
H -3.23 -0.03 1.54
H -3.57 0.26 -0.11
H -2.29 -2.19 0.99
H -2.37 -1.71 -0.76
H 0.21 -1.69 1.41
H 0.07 1.80 -0.87
H -0.17 0.62 -2.16
H -1.55 1.13 -1.18
H 3.98 -0.06 -0.72
H 2.78 -1.47 -0.73
*
```

Stability summary - winner: A; margin: 491.1 kJ/mol.

A:
A cluster of 2 separate species, C6H12N2 in total, computed with ωB97M-V with the def2-TZVPD basis set.

HOMO energy = -0.3186 Eh
molecular weight = 112.2 g mol⁻¹
HOMO-LUMO gap = 9.5 eV
SMILES string = Cc1c[nH]cn1.CC

Structure (ORCA input):
```
! wB97M-V def2-TZVPD RIJCOSX def2/J DEFGRID3
* xyz 0 1
C -1.37 -0.83 -1.86
C -1.24 -0.75 -0.36
C -0.30 -1.30 0.46
N -0.32 -0.58 1.62
C -1.27 0.40 1.46
N -1.80 0.34 0.27
H -2.23 -1.39 -2.21
H -0.49 -1.37 -2.23
H -1.27 0.16 -2.28
H 0.36 -2.14 0.34
H -0.05 -0.96 2.51
H -1.52 1.08 2.25
C 2.87 1.51 0.01
C 2.11 0.92 -1.19
H 2.60 0.95 0.90
H 3.94 1.52 -0.18
H 2.53 2.53 0.16
H 2.33 1.33 -2.17
H 2.33 -0.15 -1.27
H 1.05 0.98 -0.94
*
```

B:
A cluster of 2 separate species, C6H12N2 in total, computed with ωB97M-V with the def2-TZVPD basis set.

HOMO energy = -0.3127 Eh
molecular weight = 112.2 g mol⁻¹
HOMO-LUMO gap = 9.4 eV
SMILES string = Cc1c[nH]cn1.CC

Structure (ORCA input):
```
! wB97M-V def2-TZVPD RIJCOSX def2/J DEFGRID3
* xyz 0 1
C -2.49 0.55 0.39
C -1.26 1.21 -0.12
C -1.06 2.56 -0.31
N 0.14 2.64 -0.97
C 0.75 1.40 -0.92
N -0.09 0.55 -0.38
H -2.74 -0.27 -0.30
H -3.32 1.24 0.26
H -2.49 0.28 1.43
H -1.47 3.40 0.24
H 0.56 3.50 -1.28
H 1.81 1.23 -1.08
C 0.94 -2.73 0.00
C 2.01 -1.89 0.69
H 0.84 -2.45 -1.05
H 1.04 -3.78 0.21
H -0.03 -2.53 0.49
H 3.01 -2.02 0.27
H 2.00 -2.10 1.75
H 1.84 -0.80 0.66
*
```

Stability summary - winner: A; margin: 40.6 kJ/mol.